41
Properties=species:S:1:pos:R:3:forces:R:3 method="wB97M-V/def2-TZVPD" lumo_energy_ha=-0.36167 total_energy_ev=-93363.9724 charge=+2
S 1.2934 0.4132 0.6291 0.194 -0.123 1.077
H 0.1903 0.9935 3.3172 0.024 -0.023 0.120
C -1.3480 3.6063 1.6281 1.338 -0.209 -0.397
O -3.0131 4.0657 -0.2758 0.741 0.523 -0.671
C -0.3516 0.2907 1.4029 -0.554 -0.479 0.110
C 3.1023 0.9862 -3.4984 0.138 -0.077 0.130
H 2.2506 4.5261 -3.2810 -0.035 -0.016 0.013
H -1.1291 0.3077 0.6458 0.094 0.240 -0.179
H 3.7929 3.6880 -3.5816 0.003 -0.031 0.028
Cl 1.2779 -1.0402 -0.7256 -0.169 0.255 -0.144
C 2.7086 3.6151 -3.6602 0.117 0.222 0.218
H 2.9182 0.0323 -3.0081 -0.018 0.025 -0.007
H -0.2255 -6.0658 1.9153 0.044 -0.082 -0.154
C -0.7064 -4.0812 1.2555 0.060 -0.068 0.024
O -0.7126 -3.0217 1.8450 -0.012 0.068 -0.113
H -1.1723 -4.5705 -0.7809 -0.058 -0.217 0.001
Mg -4.8904 -6.9294 0.8877 0.623 0.414 -1.530
H 0.9379 -4.8207 2.3949 -0.005 -0.003 0.012
H 2.4095 3.4592 -4.6957 -0.056 -0.066 0.031
H 1.3169 1.5601 -0.1279 0.086 -0.111 -0.486
H -2.0879 3.9365 2.3518 -0.307 -0.334 0.040
H 0.0526 3.2334 3.1379 0.113 0.134 0.034
H -2.3269 -5.2523 0.3961 0.852 0.580 -0.029
C -1.6992 -4.3756 0.1540 -0.065 0.195 0.498
S 2.1267 2.2432 -2.6706 -0.219 -0.120 -0.769
Cl -1.0249 2.2599 -1.1317 0.287 0.054 -0.141
C 0.2909 -5.1611 1.5903 0.057 0.276 0.170
H 4.1600 1.2370 -3.4256 -0.006 0.036 0.021
H -1.5021 1.1570 3.0023 -0.238 -0.035 -0.233
H 0.9041 -5.3886 0.7172 -0.094 -0.158 -0.032
O 2.6722 2.3926 -1.2772 -0.249 -0.214 0.421
C -0.2207 2.7433 2.2057 -0.663 0.170 0.329
H -0.3627 -0.7158 1.8236 0.204 -0.148 -0.102
H 2.7962 0.9243 -4.5419 -0.049 0.038 0.016
O -3.1886 1.9163 0.7153 1.095 -1.255 0.242
S -2.3157 2.9570 0.2753 -2.655 1.425 0.804
H 0.6574 2.8383 1.5668 0.079 -0.027 -0.085
C -0.5242 1.2890 2.5486 0.967 -0.020 -0.115
Cl -3.8375 -6.2432 -0.9986 -1.415 -0.986 1.157
H -0.8675 4.5081 1.2546 -0.246 0.149 -0.282
H -2.3520 -3.5142 0.0198 -0.004 -0.003 -0.023

117
Properties=species:S:1:pos:R:3:forces:R:3 method="wB97M-V/def2-TZVPD" lumo_energy_ha="-0.21059 / -0.21454" e_above_lowest_kcal_mol=9.7 spin_multiplicity=2 s2=0.754 total_energy_ev=-153963.4039 charge=+2
H -5.8452 3.2526 -1.7151 -0.005 0.000 -0.001
H -3.3196 -1.2230 -1.0286 0.002 -0.002 -0.011
H 6.7948 -0.0613 2.2637 -0.001 0.000 0.001
C -2.6146 -0.5691 1.5516 0.064 0.017 0.051
C -3.9806 2.5805 -2.5122 0.022 0.012 -0.033
H -4.3275 1.5292 -5.1799 0.001 -0.001 0.000
C -0.8376 6.8999 -3.2547 0.004 0.001 0.001
O 2.7653 0.4484 0.4782 -0.126 0.043 0.063
C -0.0050 -1.2331 -3.0860 -0.011 -0.027 0.001
H -4.4407 -0.2177 -5.2909 0.001 0.004 -0.003
C 2.3911 3.6740 -0.4258 -0.028 0.014 -0.003
H -0.9795 0.9561 5.4524 -0.008 0.008 -0.013
C -0.7764 6.6057 -1.8994 -0.004 -0.003 0.000
H -3.4883 3.1852 -1.7519 0.006 -0.002 -0.003
H -1.1477 1.8127 2.7313 0.007 -0.051 -0.014
H -3.7630 0.8332 0.3857 -0.008 0.000 -0.001
C 0.9425 0.6948 4.5281 0.015 0.001 -0.026
C -4.5469 0.6231 -4.6080 -0.016 -0.009 0.007
H -0.8450 7.9256 -3.5987 0.000 0.000 0.001
C 7.1879 -1.8913 3.3110 -0.002 -0.015 -0.003
N -0.8180 4.2591 -2.3844 0.008 -0.002 0.009
C 0.0510 -2.3036 -4.1253 -0.010 -0.017 0.018
H -2.9125 -0.3664 -3.6512 -0.013 -0.006 0.010
N 0.4456 2.2176 -0.0820 0.012 0.056 -0.063
I -0.9605 2.9605 -5.0224 0.004 0.008 -0.008
O -2.2354 1.0786 -1.8596 0.120 -0.028 0.220
N -1.8726 1.6158 0.7615 0.091 -0.084 0.016
H 3.1668 3.1648 0.1528 0.030 -0.008 0.006
N -3.5132 0.4406 -3.5821 0.037 0.015 -0.028
H -7.3692 1.9334 -3.0472 0.000 -0.002 0.001
H 2.4933 -3.7371 5.6385 -0.009 0.005 0.001
H -2.1792 2.2752 0.0521 0.007 0.016 0.000
C 1.3854 2.6533 -0.8263 0.028 -0.007 0.002
H -2.1278 -2.7986 -2.4927 0.006 0.006 -0.007
H 1.0694 -3.1320 0.7467 0.006 -0.025 0.024
N 0.7521 0.8283 -2.1875 0.129 -0.017 -0.136
C 2.1281 -4.5180 3.6635 -0.055 0.004 -0.005
H 1.6814 -5.6149 1.8639 -0.008 -0.005 0.005
H -5.5362 1.5606 -1.3965 0.004 0.006 0.003
C 2.0853 -0.5490 0.3241 -0.091 0.074 -0.292
H 7.2777 -3.7856 4.3128 -0.001 0.001 0.000
C -0.8895 5.8603 -4.1682 -0.001 0.001 -0.001
C 1.3956 -6.8241 3.6013 0.010 -0.004 0.000
H 2.5982 -3.9714 0.5211 0.007 -0.017 -0.004
C 6.6459 -3.0679 3.8059 0.000 0.005 0.001
H -0.2159 -2.9015 3.7726 -0.014 -0.003 -0.014
C 1.4612 -6.8899 4.9845 0.008 -0.001 0.000
C -1.1251 2.3654 1.7929 -0.027 0.004 0.006
N -1.8310 -1.1388 0.4344 -0.052 0.028 -0.060
H -3.5408 1.3125 2.0661 0.006 0.007 0.001
H 4.8816 -4.2509 4.0453 0.001 -0.002 -0.001
H -1.9543 -0.5501 2.4229 -0.064 -0.013 -0.072
H 4.4042 -0.5168 1.9710 0.051 -0.014 0.052
C 6.3732 -0.9779 2.6566 0.007 0.016 0.012
H 2.4112 -2.0898 -1.0718 0.013 0.042 -0.048
H -3.1052 -2.7477 -0.1597 -0.010 0.006 0.005
H -0.7370 7.3896 -1.1563 0.001 0.000 0.001
H 0.1585 -1.8840 -5.1235 -0.004 0.008 -0.004
C -6.3271 1.9772 -3.3658 0.005 -0.005 0.000
H 1.0930 -7.6933 3.0315 0.000 0.002 0.000
C -0.8769 4.5675 -3.6630 -0.014 -0.007 -0.016
C -3.1775 1.3184 -2.6406 0.015 0.029 -0.036
H -0.7176 5.0042 -0.4677 -0.006 -0.001 0.002
H -0.8307 -2.9388 -4.1070 0.012 -0.005 0.003
C -5.4581 2.3379 -2.1648 -0.006 -0.005 -0.001
H 1.8682 -0.5022 -5.0545 0.002 -0.004 0.004
H -1.7260 -1.3463 4.9334 -0.018 0.007 -0.032
H -1.6078 3.3300 1.9643 -0.002 -0.011 0.041
H -6.2648 2.7886 -4.0983 -0.002 0.002 0.000
C 2.1534 -3.0335 0.8581 0.019 0.024 -0.010
H 3.2583 1.5481 -4.9813 0.001 -0.002 0.001
H -6.6503 0.4988 -4.8816 -0.003 0.002 0.000
H 0.9201 -2.9410 -3.9397 0.013 0.012 -0.011
Ti -0.5924 0.4098 -0.6001 -0.546 0.134 0.037
C -5.9636 0.6638 -4.0497 0.002 0.003 0.001
H 2.8563 4.1559 -1.2811 -0.006 -0.001 -0.001
C 4.4576 -2.4153 3.0043 0.004 0.004 -0.001
H 1.2928 1.6850 4.7952 -0.004 0.004 -0.010
C 1.7274 -5.6440 2.9470 0.025 -0.009 0.000
H 8.2437 -1.6876 3.4321 0.000 0.000 0.000
C 2.6736 -1.8955 -0.0242 0.037 -0.094 0.180
H 1.9134 -5.8259 6.7925 0.000 -0.001 0.001
C -1.5897 -2.3703 -1.6449 0.001 -0.010 0.004
H 0.6986 3.5415 1.5735 -0.019 0.013 -0.027
H -1.1089 -1.7363 0.8294 0.072 -0.028 0.017
H 3.7586 -1.8141 0.0322 -0.016 -0.014 -0.010
C 0.1027 -1.8770 3.9407 0.016 0.002 0.021
C -0.3344 0.2887 4.8936 0.002 -0.015 0.022
H 1.9479 4.4451 0.2015 0.015 -0.006 0.003
C 2.5494 1.3435 -4.1906 -0.010 -0.012 0.001
H 3.0614 3.0882 -3.0597 -0.001 0.001 -0.002
O 0.7626 -0.5441 0.3903 0.191 -0.042 0.174
H -0.9378 6.0429 -5.2317 0.001 0.000 0.000
H -6.0977 -0.1769 -3.3623 -0.001 -0.002 -0.004
C -0.7682 5.2768 -1.5176 0.001 0.008 0.000
C 2.4355 2.2107 -3.1184 0.020 0.014 -0.012
N -0.7173 -1.2598 -2.0266 0.032 -0.055 -0.037
C -2.5774 -1.8894 -0.5847 0.007 -0.008 0.011
C -3.0487 0.8437 1.2107 -0.028 0.000 0.011
H 1.2081 -7.8092 5.4961 -0.001 0.001 0.001
C 1.7648 0.1977 -4.2384 0.013 0.008 -0.009
C -0.7542 -1.0031 4.5982 0.017 0.003 0.065
C 1.7968 -0.1872 3.8742 0.025 0.018 0.014
C 0.3310 2.5438 1.3335 0.018 0.050 0.006
Ge 2.5749 -2.8449 2.7828 0.002 -0.025 -0.093
H -3.9074 3.1351 -3.4537 -0.006 0.001 0.000
C 5.2907 -3.3274 3.6524 -0.013 0.007 0.023
H 0.9765 1.8232 1.8458 0.015 0.002 0.031
C 1.5222 1.9169 -2.1139 0.020 -0.039 -0.014
C 1.8575 -5.7758 5.7129 0.001 -0.005 0.010
C 5.0189 -1.2379 2.5021 -0.045 0.028 -0.036
H -0.9587 -3.1618 -1.2281 -0.002 -0.005 0.003
C 0.8659 -0.0261 -3.2117 -0.005 0.017 0.015
H 2.8054 0.1343 3.6408 0.004 0.001 -0.020
C 2.1854 -4.5995 5.0561 -0.003 0.003 -0.003
C 1.3917 -1.4855 3.5708 0.005 -0.028 0.019
H -3.4773 -1.1927 1.8009 0.007 -0.001 0.003

80
Properties=species:S:1:pos:R:3:forces:R:3 method="wB97M-V/def2-TZVPD" lumo_energy_ha=-0.00343 total_energy_ev=-1169447.8516 charge=0 smiles="O=C1NCC[C@H]1P(O)Cl.BrCCBr.BrCCBr.BrCCBr.BrCCBr.BrCCBr.BrCCBr.BrCCBr.BrCCBr"
H -3.8482 2.8924 -0.4107 0.081 0.083 -0.261
H -2.3286 4.4207 4.6439 -0.282 -0.056 -0.084
H -5.1285 -5.8696 7.0257 0.176 -0.024 -0.078
C 4.5537 -2.6051 -7.4472 -0.104 -0.147 0.003
C -5.6164 -2.2494 5.6236 -0.267 0.029 -0.125
H -4.4628 -0.4308 5.7053 -0.078 -0.178 -0.091
Cl -0.1137 3.3623 2.6943 0.921 0.726 1.020
Br -3.3350 5.2821 -0.9320 -0.043 -0.064 -0.039
H 8.7412 -4.4531 -10.0736 -0.037 -0.281 -0.029
H 5.9025 -3.4853 -8.8793 -0.060 0.043 0.187
P 1.0125 3.3383 4.5281 0.778 -1.729 -0.282
H 1.6742 5.7261 4.4491 -0.790 -0.616 1.923
C 5.9347 -3.0389 -7.8814 -0.004 0.068 -0.158
Br -5.6564 3.0445 -2.7366 0.101 0.048 -0.055
C -0.1310 5.7890 5.9950 -3.039 1.949 -0.620
Br -4.7080 -7.7643 5.4955 0.056 0.021 0.132
O 2.6527 2.9332 3.9895 -1.864 3.427 0.037
H 9.4413 -5.5414 -11.2991 -0.123 -0.034 0.172
Br 4.5096 -2.1967 -5.5405 -0.058 0.115 -0.069
H -1.2515 4.1241 6.9107 1.102 1.030 0.123
H 4.1923 -1.7167 -7.9725 0.162 -0.254 0.113
C -1.2129 -0.4453 -2.4741 -0.112 -0.233 0.070
C 0.1299 -0.1083 -1.8680 0.152 0.074 -0.129
H -3.8780 -6.9425 7.7049 0.012 0.167 -0.255
N -0.4517 4.7709 7.1027 1.169 1.478 -1.845
Br -6.1204 -3.6027 4.3126 0.093 -0.048 0.159
H 8.2531 -7.5154 -10.0475 0.055 0.307 0.043
C 0.8597 4.1285 7.5586 -0.707 -0.142 1.745
Br 6.9975 -5.3574 -11.6189 0.045 0.093 0.127
H 6.4070 -3.7410 -7.1891 -0.208 0.277 -0.159
Br -1.3767 0.8259 -6.2191 0.044 -0.101 0.064
H -3.3619 -5.1532 5.2253 -0.033 -0.140 0.295
Br 7.4931 -6.2084 -8.0576 0.057 -0.222 -0.119
Br 0.2756 1.8004 -1.4937 0.063 -0.110 0.017
C -3.7125 2.9765 -2.5938 -0.060 -0.195 -0.052
C 8.6382 -5.4237 -10.5662 0.044 -0.029 -0.255
H 0.7399 1.1375 -4.9815 0.026 -0.068 -0.149
Br -1.3945 -6.3103 6.2435 -0.078 0.057 -0.077
H -5.2904 -2.7808 6.5220 0.015 0.190 -0.233
H 2.4296 0.5397 -6.6417 -0.198 -0.014 0.038
C 8.6222 -6.5874 -9.6021 0.167 -0.004 0.193
H 0.8980 4.4069 8.7130 0.539 -0.427 -2.489
H -2.2009 3.0900 -1.0618 -0.259 -0.004 -0.080
Br -2.6129 -0.4727 -1.1164 0.042 0.101 -0.102
H -3.3118 3.6285 -3.3749 -0.074 -0.094 0.280
C -4.2039 -6.4111 6.8066 -0.225 -0.008 -0.084
Br 7.1341 -1.5099 -8.0491 0.015 -0.109 0.064
C -4.5692 -1.3126 5.0672 0.144 0.115 0.200
Br -2.8070 -2.1486 5.0606 -0.056 0.170 -0.125
H 3.8344 -3.4181 -7.5803 0.167 0.129 -0.009
H -4.7117 5.5143 4.6205 0.119 -0.189 0.007
H 0.4717 -0.5927 -5.3152 0.074 0.181 -0.227
C 2.0549 4.8001 6.6383 -0.832 0.211 -1.065
O -0.7897 6.9251 5.7550 4.255 -7.430 1.363
H 3.0754 3.7722 3.5978 -0.684 -1.811 0.605
H -5.3747 3.8670 4.4688 0.304 0.085 0.047
Br 1.2013 -0.9888 -8.1461 -0.056 0.129 0.000
Br -4.2124 4.5971 2.3805 -0.049 -0.029 0.200
H -3.3310 4.1342 6.0895 -0.110 0.037 -0.169
H -3.0503 -4.5925 6.8882 -0.061 -0.183 -0.109
H 0.9364 -0.3215 -2.5752 -0.160 -0.001 0.090
H -4.7743 -0.9915 4.0424 -0.021 -0.146 0.260
H -1.5305 0.2610 -3.2461 0.158 -0.128 0.180
H 2.3489 5.8978 6.9851 -0.343 -2.665 -0.316
C -3.1567 -5.4743 6.2501 0.101 0.027 0.172
H -6.5410 -1.7079 5.8428 0.204 -0.037 -0.044
H 2.9850 4.1036 6.3659 -2.132 1.598 1.023
C -3.2530 3.3524 -1.2040 0.254 0.037 0.023
C -4.4905 4.4898 4.3079 -0.045 0.231 -0.196
H 9.6201 -6.7598 -9.1891 -0.161 0.084 -0.109
C 0.4707 0.4095 -5.7521 -0.084 0.234 0.137
H 0.3269 -0.6339 -0.9297 -0.143 0.119 -0.238
H 1.1851 1.4376 -7.5480 -0.054 -0.231 0.216
C 1.1688 5.0839 5.2866 0.951 2.025 -0.651
H 0.7357 2.9581 7.5744 0.672 2.298 -0.587
C 1.3807 0.5424 -6.9514 0.275 -0.131 -0.006
H -3.4470 1.9401 -2.8206 -0.019 0.170 0.136
C -3.2563 3.9730 5.0104 -0.083 -0.091 0.242
Br -3.0802 2.0422 4.7977 0.147 0.073 -0.002
H -1.2041 -1.4553 -2.8936 0.057 0.170 0.070

16
Properties=species:S:1:pos:R:3:forces:R:3 method="wB97M-V/def2-TZVPD" lumo_energy_ha=0.02849 e_above_lowest_kcal_mol=65.4 total_energy_ev=-10235.4042 charge=0 smiles="[H]/N=C1/NN[C@H]2CN[C@@H]12"
H 2.4631 -0.2935 -0.8416 -0.552 -0.314 -0.316
C 0.5258 -0.9596 0.1983 -0.030 -2.180 1.201
N -1.6640 -0.5664 -0.4654 -1.036 0.484 -2.044
H -1.9835 -0.4399 -1.4829 0.430 0.257 2.354
N -1.7375 1.6873 -0.1658 0.624 2.296 1.915
H 0.1450 0.4492 1.9633 -0.361 -0.292 0.265
N 1.1568 1.1288 0.1497 -1.244 -0.897 0.198
C -1.2141 0.6053 0.1691 -0.099 -1.478 -1.031
N -0.6987 -1.5628 -0.4489 2.426 -0.933 0.892
C 1.3946 -0.0968 -0.6817 -0.086 0.749 -0.694
H -1.2112 2.3798 0.4373 -0.873 -0.226 -1.190
C 0.1074 0.2918 0.8943 -0.274 2.424 -0.688
H -0.9927 -2.2861 0.1899 -0.278 -0.250 0.027
H 1.9188 1.3275 0.7591 0.691 -0.048 0.464
H 0.7602 0.0088 -1.5772 1.041 0.111 -0.354
H 1.0301 -1.6732 0.9024 -0.377 0.298 -0.999